This record from the Open Molecules 2025 dataset describes 25 unconnected molecules or ions with the total composition C30H98F5N2O25 at a distorted geometry. The level of theory is ωB97M-V/def2-TZVPD.

Summary:
HOMO	-11.0	eV
LUMO	-2.34	eV

```
! RIJCOSX wB97M-V def2-TZVPD def2/J DEFGRID3
* xyz 1 1
C -6.74247 -1.50823 2.44534
O -6.06736 -0.50431 1.62822
C -7.00981 0.33073 0.88297
C -8.02310 1.20143 1.81441
C -7.23393 2.29124 2.77933
C -7.16996 1.82678 4.33605
C -5.71787 1.99312 5.04765
C -4.45201 1.50951 4.15100
C -3.51554 0.36942 4.89101
C -2.44942 -0.31643 3.83334
C -1.09311 -0.88968 4.57236
C -0.38336 -2.13248 3.75200
C 1.25364 -1.93647 3.61871
C 1.61556 -1.32093 2.12316
C 1.67740 -2.53256 0.99753
C 1.54962 -1.66247 -0.38923
C 0.92320 -2.52359 -1.64170
C -0.47217 -1.80090 -2.06139
C -0.97124 -2.08788 -3.58258
F -0.39166 -1.04959 -4.46440
F -0.65389 -3.44896 -4.00379
C -2.59763 -1.78365 -3.59218
F -2.85204 -0.68832 -2.63017
F -3.08201 -1.29826 -4.87365
F -3.29943 -2.95090 -3.08151
C 3.22860 -3.10879 0.94198
C 3.49207 -4.64981 1.41325
N 4.90956 -5.02514 1.01637
C 3.91940 -2.00472 1.96613
N 3.02297 -0.81790 2.33671
C 3.54624 0.36244 1.54686
C 2.44121 1.48405 1.16319
C 1.95912 1.72915 -0.36605
C 0.84550 2.78579 -0.82014
C 0.17595 3.70003 0.35344
C 0.60027 3.53772 1.91292
C 1.73967 2.44147 2.27466
C 2.15346 2.35470 3.87111
H -7.38416 -1.05731 3.31260
H -7.36947 -2.28240 1.84327
H -5.88912 -2.12955 2.97019
H -7.56226 -0.29952 0.05451
H -6.36473 1.11075 0.27865
H -8.76321 1.74262 1.09048
H -8.66545 0.50942 2.49329
H -6.21081 2.59798 2.31778
H -7.90014 3.26296 2.73441
H -7.58377 0.73715 4.51089
H -7.91962 2.52093 4.92468
H -5.61413 3.12281 5.36525
H -5.73984 1.36761 6.02450
H -4.72168 1.17834 3.07039
H -3.74843 2.45068 4.04273
H -2.98992 0.84364 5.81217
H -4.26891 -0.42672 5.32695
H -2.20205 0.53284 3.06504
H -2.96189 -1.21076 3.29922
H -1.44058 -1.22038 5.64979
H -0.32993 -0.02717 4.74593
H -0.52162 -3.07138 4.44770
H -0.89908 -2.32378 2.73345
H 1.84280 -2.91509 3.84033
H 1.52269 -1.13081 4.43686
H 0.74090 -0.56231 1.99753
H 0.82644 -3.34420 1.06129
H 2.59839 -1.22189 -0.61799
H 0.80401 -0.79542 -0.15567
H 1.66397 -2.35498 -2.53898
H 0.84237 -3.65872 -1.42810
H -1.27619 -2.14376 -1.27508
H -0.39194 -0.63574 -1.95493
H 3.59482 -3.09241 -0.17421
H 2.77344 -5.42079 0.93321
H 3.40347 -4.68898 2.57981
H 4.89488 -5.89861 0.43462
H 5.30819 -4.30351 0.36369
H 4.26637 -2.60368 2.91635
H 4.91531 -1.78906 1.41589
H 3.31197 -0.63103 3.31629
H 4.32733 0.90189 2.24619
H 4.13406 0.06351 0.58082
H 2.46263 1.03273 -1.16623
H 0.52368 2.88324 -1.94708
H -0.61861 4.47952 0.04000
H 0.11117 4.17915 2.76261
H 1.31701 1.75169 4.42641
H 3.15205 1.78435 4.04207
H 2.15712 3.43242 4.32031
O -3.26447 2.63681 7.00030
H -2.43278 2.90682 7.41508
H -3.91844 2.72599 7.70791
O -0.56098 -5.00358 5.12932
H -0.60715 -5.84782 4.65796
H -1.03099 -5.17274 5.95890
O 2.14786 6.24980 1.38281
H 2.50527 6.44820 0.50558
H 1.79774 5.35098 1.29518
O -3.63457 0.35113 -7.37739
H -3.25472 0.04214 -6.54305
H -4.17499 -0.39271 -7.67844
O -1.38265 1.35655 -9.15289
H -2.23987 1.36083 -8.70229
H -0.74074 1.46367 -8.43590
O -3.00863 -3.25626 3.06680
H -2.62863 -3.56761 3.90060
H -3.55273 -3.99806 2.76591
O 1.17221 -5.25748 -2.82491
H 1.61395 -5.56563 -3.62857
H 0.45784 -4.69076 -3.14898
O 3.86455 8.65796 -0.55576
H 4.69614 8.92668 -0.14103
H 3.21096 8.74960 0.15125
O -10.15825 -1.23736 0.64688
H -9.71477 -1.54566 -0.15566
H -10.87420 -0.67617 0.31748
O -0.86318 2.26201 4.48133
H -1.48056 2.48679 3.77104
H -1.42684 2.18100 5.26409
O 1.76632 -4.58229 6.91223
H 2.01303 -3.73377 6.51922
H 0.93592 -4.81241 6.47026
O -3.98941 1.40801 -11.14927
H -3.15976 1.68088 -10.73219
H -4.64551 1.49467 -10.44381
O -3.10891 -5.50790 1.10459
H -2.59620 -5.98362 0.43626
H -3.36141 -4.68455 0.66316
O 1.50325 1.80863 -8.49092
H 2.02113 1.33548 -9.15805
H 1.24801 2.63011 -8.93307
O 5.29638 -0.15997 -1.39537
H 5.84952 -0.91853 -1.63182
H 5.64091 0.56001 -1.94209
O 3.12859 2.02935 -11.10879
H 3.64592 1.55614 -11.77508
H 2.87290 2.85152 -11.55144
O 4.78132 6.40971 -2.79106
H 4.31959 7.10417 -2.29948
H 4.45528 5.58853 -2.39772
O 2.50647 5.05524 -11.54709
H 1.58790 4.81541 -11.36066
H 2.50805 6.02282 -11.51244
O 5.47235 -7.74247 0.09143
H 5.85183 -8.05288 0.92626
H 4.92766 -8.48388 -0.20840
O 6.43167 -4.37503 -1.35388
H 7.25485 -4.05729 -1.75052
H 6.64121 -5.27713 -1.07179
O 3.55138 7.81248 -11.88394
H 4.22029 7.22729 -12.26696
H 3.96713 8.68569 -11.89928
O 3.53931 10.84108 1.10945
H 2.92239 11.06638 0.39882
H 2.97583 10.76144 1.89211
O 7.98085 -6.24651 2.28348
H 8.42176 -6.55645 1.48014
H 7.26637 -5.68072 1.95534
O 8.24048 -1.08056 -0.99741
H 8.90596 -1.66727 -1.38330
H 8.66005 -0.20883 -1.01328
*
```

This record from the Open Molecules 2025 dataset describes a molecular structure, C19H30CsNO5Si at a distorted geometry. The level of theory is ωB97M-V/def2-TZVPD.

Summary:
HOMO	0.4	eV
LUMO	3.84	eV

```
! RIJCOSX wB97M-V def2-TZVPD def2/J DEFGRID3
* xyz -2 1
Cs -1.05266 0.12119 -2.50949
O 4.63324 0.06954 -6.80549
C 3.46136 0.02146 -6.04532
C 2.95036 -1.17233 -5.60719
C 1.74916 -1.13371 -4.91050
N 1.20282 0.03395 -4.60698
C 1.73882 1.20233 -4.92185
C 2.93557 1.24579 -5.70986
C 1.04853 2.50600 -4.44295
O 1.76753 3.50802 -4.65969
O -0.09092 2.37166 -3.95450
C 1.12320 -2.43961 -4.37484
O 1.80680 -3.43626 -4.69221
O 0.04525 -2.33813 -3.72514
H 4.88292 -0.83170 -7.14478
H 3.41456 -2.16360 -5.76243
H 3.43976 2.18423 -5.93256
C -1.78940 -2.61593 1.03139
C -0.88216 -1.94259 2.10911
C 0.54255 -2.58126 1.97324
C -1.40968 -2.17194 3.55930
Si -0.87875 0.03205 1.61990
C 0.79143 0.97507 2.12000
C 1.88473 0.43508 1.10049
C 1.23454 0.73991 3.58582
C 0.74412 2.50325 1.80438
C -2.56364 0.97065 2.05157
C -2.55481 1.59240 3.47554
C -3.86263 0.08537 1.91538
C -2.70622 2.06665 0.93540
H -1.60836 -3.67730 1.06000
H -1.45228 -2.33546 0.03002
H -2.85925 -2.36991 1.19127
H 0.49298 -3.65209 2.21387
H 1.25919 -2.11983 2.64491
H 0.94124 -2.47222 0.95240
H -1.31881 -3.25029 3.74151
H -2.46815 -1.88911 3.67462
H -0.79742 -1.70485 4.32785
H 2.34995 -0.51608 1.42550
H 2.64170 1.18682 0.97047
H 1.44573 0.28691 0.09826
H 1.32135 -0.34356 3.80755
H 0.51169 1.18002 4.28642
H 2.20372 1.16283 3.77868
H 0.60423 2.72171 0.74585
H 1.68519 2.95249 2.07119
H 0.01238 3.03287 2.40228
H -2.52422 0.81446 4.23768
H -3.47421 2.16949 3.59574
H -1.71772 2.26173 3.65661
H -3.87621 -0.75142 2.60517
H -3.95631 -0.26368 0.87195
H -4.72096 0.70421 2.17469
H -2.00013 2.91317 1.06716
H -3.73054 2.47581 0.96570
H -2.57111 1.64571 -0.07311
*
```

This record from the Open Molecules 2025 dataset describes a molecular structure, C18H27N3O4ReS at a distorted geometry. The level of theory is ωB97M-V/def2-TZVPD.

Summary:
HOMO (alpha / beta)	-21.1 / -22.6	eV
LUMO (alpha / beta)	-16.24 / -16.24	eV
energy relative to the best compared isomer or geometry (same formula, charge and spin)	6.377	eV
⟨S²⟩	0.756

```
! RIJCOSX wB97M-V def2-TZVPD def2/J DEFGRID3
* xyz 4 2
Re 0.30061 0.18690 -0.60678
C -1.40056 2.93879 -4.01845
C -1.62029 2.48354 -2.54003
C -3.07905 2.14315 -2.28618
C -0.67293 1.34029 -2.40149
C 0.74203 1.55101 -2.31220
C 1.67637 0.48058 -2.37157
C 1.26981 -0.89090 -2.42055
C 2.26275 -2.00027 -2.46263
C -0.13404 -1.12268 -2.24711
C -1.07429 -0.02535 -2.20155
H -2.07059 3.78277 -4.18341
H -1.66728 2.14710 -4.71924
H -0.38152 3.27443 -4.20532
H -1.28326 3.30696 -1.90106
H -3.47203 1.45541 -3.03794
H -3.67047 3.05535 -2.34755
H -3.25334 1.72713 -1.29087
H 1.13677 2.56033 -2.23560
H 2.73335 0.72954 -2.34824
H 2.54412 -2.33552 -1.45792
H 3.17058 -1.66882 -2.96622
H 1.84340 -2.86017 -2.98639
H -0.49529 -2.13869 -2.10744
H -2.12652 -0.25118 -2.04961
C -5.65422 -2.72917 8.21350
C -4.90468 -3.16806 7.05249
S -3.92216 -1.32814 6.25969
O -5.00042 -0.62787 5.64128
O -3.18498 -0.89794 7.39799
C -2.72578 -1.79720 4.94391
C -2.17526 -0.46946 4.39631
N -1.23174 -0.61395 3.25106
C -1.46256 -0.17409 2.01148
N -0.32611 -0.31213 1.26402
C 0.65665 -0.84726 2.10695
C 0.09641 -1.03145 3.31103
N 0.78351 -1.55156 4.49666
O 1.93600 -1.82892 4.32568
O 0.12136 -1.61595 5.50847
C -2.72342 0.43412 1.52632
H -6.11996 -3.70669 8.50277
H -6.48715 -2.06053 8.00056
H -5.04844 -2.41492 9.06064
H -5.44420 -3.38805 6.13236
H -3.97353 -3.71268 7.20828
H -3.27029 -2.39094 4.21023
H -1.95766 -2.38139 5.44693
H -1.61911 0.05093 5.17535
H -2.98182 0.17355 4.05145
H 1.67593 -1.06682 1.81584
H -2.86011 1.42949 1.95880
H -3.58911 -0.17498 1.78887
H -2.70158 0.53094 0.44320
*
```

This record from the Open Molecules 2025 dataset describes a molecular structure, C8H6O3 at a distorted geometry. The level of theory is ωB97M-V/def2-TZVPD.

Summary:
HOMO	-9.2	eV
LUMO	-0.25	eV
energy relative to the best compared isomer or geometry (same formula, charge and spin)	4.875	eV

```
! RIJCOSX wB97M-V def2-TZVPD def2/J DEFGRID3
* xyz 0 1
C 1.04077 -0.16227 2.61956
C 0.08875 -0.30639 1.53930
C -0.16805 -1.69125 1.13291
C -0.77172 -1.74227 -0.16781
C -0.72161 -0.62379 -0.92360
C -0.61174 0.88450 -2.55432
C -0.49808 0.74495 -0.55447
C 0.02935 0.82304 0.60717
H 1.57898 -1.25363 3.17729
H 0.00481 -2.36719 2.04309
H -0.93203 -2.73438 -0.58941
H -0.12784 1.27123 -3.43574
H -1.67537 1.32993 -2.83478
H 0.51079 1.81061 0.87388
O 1.76250 0.80533 2.79407
O -0.59710 -0.52138 -2.38868
O 0.12394 1.51410 -1.58374
*
```

This record from the Open Molecules 2025 dataset describes 2 unconnected molecules or ions with the total composition C4H13N2O at a distorted geometry. The level of theory is ωB97M-V/def2-TZVPD.

Summary:
HOMO	-15.0	eV
LUMO	-3.03	eV
energy relative to the best compared isomer or geometry (same formula, charge and spin)	0.665	eV

```
! RIJCOSX wB97M-V def2-TZVPD def2/J DEFGRID3
* xyz 1 1
C -1.54046 -1.56210 -2.02599
C -0.56017 -1.75887 -0.84821
C -0.02024 -0.45354 -0.30988
N 0.34690 1.80552 1.42183
C -0.84756 1.36653 1.09444
N -1.06969 0.34661 0.31152
H -2.30041 -2.34512 -2.02214
H -1.04823 -1.54219 -2.98965
H -2.12090 -0.64517 -1.88627
H -1.12767 -2.25678 -0.05803
H 0.26981 -2.38485 -1.14542
H 0.75232 -0.64394 0.45225
H 0.54411 0.08106 -1.06570
H 0.39492 2.60808 2.02623
H 1.17370 1.38341 1.01400
H -1.70913 1.87504 1.50534
H -2.00928 -0.02128 0.26919
H 3.83110 1.07753 2.11736
H 3.70904 1.91682 0.84600
O 3.33186 1.15323 1.29313
*
```

This record from the Open Molecules 2025 dataset describes a gas-phase ion, C5H8N (charge +1) at a distorted geometry. The level of theory is ωB97M-V/def2-TZVPD.

Summary:
HOMO	-14.7	eV
LUMO	-7.49	eV
energy relative to the best compared isomer or geometry (same formula, charge and spin)	5.399	eV

```
! RIJCOSX wB97M-V def2-TZVPD def2/J DEFGRID3
* xyz 1 1
C 2.71684 1.98799 -2.92831
C 0.32301 0.98516 -0.28048
C 1.39333 0.38001 -1.35537
C -0.76225 0.41032 0.62832
C -0.77070 -1.08846 0.69267
N 2.24521 1.33090 -2.09803
H 0.84400 1.73607 0.29446
H -0.25490 1.66445 -0.92509
H 2.05384 -0.27378 -0.84486
H 0.85012 -0.33477 -1.93278
H -1.23654 1.16277 1.29472
H 0.29573 -1.21628 0.56652
H -0.98437 -1.51844 -0.32345
H -1.16552 -1.56546 1.61601
*
```